(a)
Computed, not measured: a molecular structure, C21H28Br4CsN5O6S3, with ωB97M-V/def2-TZVPD.

Output
Gap between HOMO and LUMO in eV: 4.693

Structure (ORCA input):
```
! wB97M-V def2-TZVPD RIJCOSX def2/J DEFGRID3
* xyz -2 1
Cs -1.36338 0.93143 -1.82380
N -0.02289 -0.70709 1.26393
C 0.39734 -0.70017 2.65233
C -0.19283 0.50418 3.36496
N -0.04043 1.72973 2.58286
C -0.96376 2.74969 3.07618
C -1.02552 3.95097 2.15091
N -1.25101 3.50318 0.78594
H -1.02232 -0.51302 1.17403
H 0.17811 -1.57666 0.78760
H 1.49196 -0.65215 2.68266
H 0.09865 -1.59677 3.21905
H 0.28875 0.63117 4.34112
H -1.25884 0.31128 3.54527
H -0.33322 1.49449 1.63440
H -0.64338 3.06761 4.07459
H -1.97437 2.32590 3.16872
H -0.07696 4.50140 2.19928
H -1.80843 4.62355 2.53079
H -1.69497 4.21606 0.22035
H -1.86744 2.68339 0.77320
Br -7.32409 -0.61216 2.65949
C -6.23879 -0.08103 1.19807
C -6.75260 0.02511 -0.06945
Br -8.58529 -0.35515 -0.40093
C -5.91512 0.42560 -1.12861
Br -6.57910 0.58412 -2.90202
C -4.55405 0.73310 -0.97766
O -3.79455 1.08728 -1.93251
C -3.99258 0.62020 0.39726
O -2.74764 0.87607 0.60389
C -4.87280 0.21748 1.40557
Br -4.10024 0.06118 3.14256
C 3.58663 -4.95985 -0.17472
C 4.00098 -3.51021 -0.42020
S 2.82137 -2.28293 0.19174
C 2.34666 -1.40657 -1.31067
C 1.54574 -2.20726 -2.32504
S -0.09837 -2.64954 -1.70541
C -0.10861 -4.44692 -1.69420
C 0.76987 -5.14448 -0.65203
S 2.38064 -5.66253 -1.31568
H 3.23093 -5.08517 0.85051
H 4.46392 -5.60498 -0.27248
H 4.16327 -3.34866 -1.48753
H 4.96283 -3.34319 0.07307
H 3.23759 -0.98998 -1.78766
H 1.77076 -0.54884 -0.95483
H 2.06917 -3.11719 -2.62019
H 1.40070 -1.57607 -3.20152
H 0.11327 -4.83294 -2.69288
H -1.15433 -4.69523 -1.49946
H 0.25628 -6.03609 -0.28700
H 0.94166 -4.48015 0.19352
O 3.74668 4.06786 -3.54749
C 3.83733 4.15904 -2.23601
O 4.61114 4.92944 -1.69698
C 2.93340 3.29614 -1.43592
C 2.85449 3.39275 -0.05906
N 1.95763 2.48776 0.34846
N 1.42668 1.80317 -0.66664
C 2.00244 2.27273 -1.76515
C 1.59541 1.70175 -3.11511
O 2.03211 2.31999 -4.12524
O 0.84606 0.71367 -3.09324
H 3.04411 3.35249 -3.81232
H 3.37957 4.04657 0.61555
H 1.57377 2.32550 1.28175
*
```

How positive or negative is each atom? The Mulliken charges in e answer that: number 1, Cs, carries 1.18; number 2, N, carries -0.11; number 3, C, carries -0.58; number 4, C, carries -0.54; number 5, N, carries -0.52; number 6, C, carries -0.47; number 7, C, carries -0.76; number 8, N, carries -0.15; number 9, H, carries -0.03; number 10, H, carries -0.10; number 11, H, carries 0.37; number 12, H, carries 0.37; number 13, H, carries 0.33; number 14, H, carries 0.07; number 15, H, carries 0.38; number 16, H, carries 0.41; number 17, H, carries 0.15; number 18, H, carries 0.31; number 19, H, carries 0.43; number 20, H, carries 0.28; number 21, H, carries -0.26; number 22, Br, carries -0.25; number 23, C, carries -0.15; number 24, C, carries 0.19; number 25, Br, carries -0.24; number 26, C, carries -0.26; number 27, Br, carries -0.23; number 28, C, carries 0.93; number 29, O, carries -0.96; number 30, C, carries -0.84; number 31, O, carries -0.07; number 32, C, carries 0.10; number 33, Br, carries -0.19; number 34, C, carries -0.69; number 35, C, carries -0.77; number 36, S, carries -0.08; number 37, C, carries 0.29; number 38, C, carries -0.96; number 39, S, carries -0.13; number 40, C, carries -0.77; number 41, C, carries -0.46; number 42, S, carries -0.19; number 43, H, carries 0.34; number 44, H, carries 0.41; number 45, H, carries 0.30; number 46, H, carries 0.48; number 47, H, carries 0.62; number 48, H, carries -0.63; number 49, H, carries 0.41; number 50, H, carries 0.50; number 51, H, carries 0.34; number 52, H, carries 0.35; number 53, H, carries 0.45; number 54, H, carries 0.15; number 55, O, carries -0.60; number 56, C, carries 0.44; number 57, O, carries -0.69; number 58, C, carries 0.25; number 59, C, carries -0.76; number 60, N, carries 0.21; number 61, N, carries 0.01; number 62, C, carries 0.01; number 63, C, carries 0.72; number 64, O, carries -0.93; number 65, O, carries -0.59; number 66, H, carries 0.48; number 67, H, carries 0.53; number 68, H, carries 0.12

(b)
Computed, not measured: a molecular structure, C21H28Br4CsN5O6S3, with ωB97M-V/def2-TZVPD.

Output
Gap between HOMO and LUMO in eV: 4.711

Structure (ORCA input):
```
! wB97M-V def2-TZVPD RIJCOSX def2/J DEFGRID3
* xyz -2 1
Cs -0.32319 -1.77333 1.70271
N 0.91323 0.94307 -0.57028
C 1.17482 2.32507 -0.93979
C 1.17426 3.19387 0.30646
N 0.03562 2.89816 1.17650
C 0.28706 3.42397 2.51875
C -0.74839 2.93752 3.51413
N -0.88008 1.48965 3.41400
H 1.47133 0.65565 0.23519
H 1.08770 0.28732 -1.31994
H 0.38734 2.65803 -1.62483
H 2.13415 2.48180 -1.45371
H 1.15540 4.25134 0.02233
H 2.11010 3.01646 0.85388
H -0.00021 1.88323 1.25322
H 0.27804 4.51862 2.48465
H 1.28278 3.10928 2.86227
H -1.71540 3.40655 3.29151
H -0.44427 3.28458 4.51105
H -1.21592 1.08152 4.27502
H 0.02214 1.04962 3.20647
Br 6.51312 0.21400 4.24968
C 4.85240 -0.66348 3.99584
C 4.63760 -1.93446 4.47223
Br 6.00552 -2.85706 5.41140
C 3.38492 -2.55135 4.26468
Br 3.03707 -4.30755 4.89770
C 2.31055 -1.94248 3.58697
O 1.18068 -2.50125 3.39098
C 2.54239 -0.56489 3.07240
O 1.60120 0.04473 2.43088
C 3.80576 -0.00685 3.30828
Br 4.05235 1.74675 2.59967
C 0.35273 -0.65552 -6.06956
C -0.89823 -0.33907 -5.25315
S -0.56774 0.27143 -3.58640
C -1.35266 -0.97937 -2.54633
C -0.71521 -2.36079 -2.56120
S 0.94085 -2.36190 -1.82167
C 2.02197 -2.88288 -3.15728
C 2.24264 -1.89897 -4.31088
S 1.16126 -2.23191 -5.73635
H 1.08453 0.15013 -5.97578
H 0.08853 -0.70394 -7.12987
H -1.52825 -1.22788 -5.18586
H -1.47676 0.41946 -5.78700
H -2.41111 -1.05591 -2.80852
H -1.32439 -0.55391 -1.54009
H -0.64910 -2.76038 -3.57384
H -1.33750 -3.01835 -1.95504
H 1.69488 -3.85282 -3.53987
H 2.97674 -3.06041 -2.65703
H 3.27683 -1.96390 -4.65155
H 2.05831 -0.88072 -3.97129
O -6.37439 -1.07180 0.74336
C -5.98479 0.18917 0.71076
O -6.77890 1.11126 0.71173
C -4.52114 0.43603 0.62962
C -3.98161 1.70492 0.67490
N -2.65222 1.56913 0.57716
N -2.27289 0.29192 0.48094
C -3.39318 -0.41774 0.50695
C -3.29433 -1.93026 0.42545
O -4.36424 -2.55976 0.66343
O -2.17375 -2.40389 0.18036
H -5.56319 -1.70893 0.68586
H -4.47039 2.65970 0.77173
H -1.92333 2.27978 0.65600
*
```

How positive or negative is each atom? The Mulliken charges in e answer that: number 1, Cs, carries 1.21; number 2, N, carries -0.10; number 3, C, carries -0.57; number 4, C, carries -0.58; number 5, N, carries -0.53; number 6, C, carries -0.47; number 7, C, carries -0.77; number 8, N, carries -0.15; number 9, H, carries -0.03; number 10, H, carries -0.13; number 11, H, carries 0.38; number 12, H, carries 0.38; number 13, H, carries 0.33; number 14, H, carries 0.10; number 15, H, carries 0.38; number 16, H, carries 0.40; number 17, H, carries 0.16; number 18, H, carries 0.31; number 19, H, carries 0.43; number 20, H, carries 0.29; number 21, H, carries -0.24; number 22, Br, carries -0.25; number 23, C, carries -0.14; number 24, C, carries 0.18; number 25, Br, carries -0.24; number 26, C, carries -0.23; number 27, Br, carries -0.23; number 28, C, carries 0.92; number 29, O, carries -1.01; number 30, C, carries -0.86; number 31, O, carries -0.06; number 32, C, carries 0.12; number 33, Br, carries -0.18; number 34, C, carries -0.69; number 35, C, carries -0.78; number 36, S, carries -0.07; number 37, C, carries 0.39; number 38, C, carries -0.95; number 39, S, carries -0.14; number 40, C, carries -0.77; number 41, C, carries -0.45; number 42, S, carries -0.19; number 43, H, carries 0.35; number 44, H, carries 0.40; number 45, H, carries 0.30; number 46, H, carries 0.48; number 47, H, carries 0.63; number 48, H, carries -0.76; number 49, H, carries 0.42; number 50, H, carries 0.49; number 51, H, carries 0.34; number 52, H, carries 0.35; number 53, H, carries 0.45; number 54, H, carries 0.14; number 55, O, carries -0.60; number 56, C, carries 0.43; number 57, O, carries -0.69; number 58, C, carries 0.23; number 59, C, carries -0.77; number 60, N, carries 0.24; number 61, N, carries 0.03; number 62, C, carries 0.06; number 63, C, carries 0.72; number 64, O, carries -0.93; number 65, O, carries -0.59; number 66, H, carries 0.48; number 67, H, carries 0.53; number 68, H, carries 0.13

What is the least stable structure shown above? It is (b).